[1]
The following is a quantum chemistry calculation of a single C4H8N2S molecule, from the OMol25 dataset.

Calculated values
LUMO energy ... 0.925 eV
Net charge ... 0
SMILES string ... CN(C)SN1C=C1
Kohn-Sham gap ... 0.306 Ha
2S+1 ... 1

```
15
Properties=species:S:1:pos:R:3:forces:R:3:mulliken_charge:R:1
C 0.4717 -1.6162 0.1270 -0.11 0.87 -0.39 -0.91
N 0.1649 -0.3937 0.8676 2.17 1.06 -0.35 -0.01
C -1.1489 -0.0911 1.3952 0.17 -1.15 -2.15 -0.79
S 1.1827 0.8717 0.5400 -0.43 0.39 -1.70 -0.11
N 0.6465 1.3284 -1.3477 -0.61 -0.38 2.03 -0.31
C 1.7621 1.9071 -2.0669 -0.85 -0.01 -0.86 -0.27
C 0.8810 2.7565 -1.6541 1.28 -0.19 1.19 -0.04
H -0.0558 -1.6509 -0.8924 1.30 0.13 1.10 0.26
H 1.5785 -1.8339 0.2073 -1.31 0.48 -0.79 0.26
H 0.0172 -2.3254 0.7277 -0.96 -2.17 0.87 0.45
H -1.8486 -0.6024 0.6868 -0.25 1.22 0.55 0.29
H -1.3303 -0.4747 2.3506 -0.01 -1.16 1.63 0.31
H -1.1536 0.9658 1.5442 -0.80 0.75 -0.60 0.29
H 2.3881 1.4357 -2.7836 0.88 0.13 -0.01 0.32
H 0.7269 3.6963 -1.1452 -0.47 0.02 -0.52 0.27
```
Positions in Å, forces in eV/Å.

[2]
The following is a quantum chemistry calculation of a molecular structure, C4H8N2O, from the OMol25 dataset.

Calculated values
LUMO energy ... 1.054 eV
Net charge ... 0
Kohn-Sham gap ... 0.369 Ha
2S+1 ... 1

```
15
Properties=species:S:1:pos:R:3:forces:R:3:mulliken_charge:R:1
C 2.4526 -1.5695 0.9882 -4.14 3.72 -2.21 -0.01
C 1.4749 -0.4767 -0.2861 1.06 -1.38 2.78 0.46
C -2.0516 0.4386 -0.0151 2.19 5.95 1.42 -1.12
C -0.6318 0.8637 -0.4722 0.03 -3.85 -1.05 -0.37
N 2.0583 -1.4000 2.1516 0.20 -0.65 -0.06 -0.47
N 2.1254 -0.0979 -1.2710 1.81 -1.41 0.62 -0.62
O 0.2460 -0.1686 0.1462 0.12 0.75 1.18 -0.37
H 3.1788 -2.0457 0.3951 1.20 -0.96 -0.15 0.38
H -2.7079 0.7951 -0.7703 -1.01 0.36 -0.35 0.37
H -2.1198 -0.5508 0.1065 -0.26 -3.66 0.65 0.37
H -2.1415 1.0725 0.9735 -0.61 -1.70 -1.72 0.24
H -0.4432 1.8894 -0.2916 0.81 0.82 0.69 0.33
H -0.4344 0.6296 -1.5165 -0.57 0.54 -0.47 0.34
H 2.5189 -1.9597 2.8675 0.36 0.01 -0.04 0.24
H 1.7684 0.5787 -1.8678 -1.18 1.46 -1.29 0.23
```
Positions in Å, forces in eV/Å.

[3]
The following is a quantum chemistry calculation of 2 unconnected molecules or ions with the total composition C3H6N2O, from the OMol25 dataset.

Calculated values
LUMO energy ... 0.287 eV
Net charge ... 0
Kohn-Sham gap ... 0.306 Ha
2S+1 ... 1

```
12
Properties=species:S:1:pos:R:3:forces:R:3:mulliken_charge:R:1
N -0.2742 1.4595 0.8613 0.05 0.25 -0.02 -0.39
C -0.0879 1.2206 -0.4536 -0.21 -0.45 0.02 -0.50
C 0.6658 -0.9935 -0.3100 0.03 -0.38 -0.11 -0.36
O 0.6148 -1.1714 1.0520 -0.05 0.29 0.12 -0.51
C -0.3534 -1.6668 -1.0603 -1.00 -0.57 -0.65 0.43
N -1.2165 -2.1293 -1.6821 0.68 0.36 0.46 -0.43
H 0.4807 1.8651 1.3971 -0.18 0.07 -0.02 0.23
H -1.2131 1.6743 1.1698 0.21 -0.11 0.20 0.24
H -1.0371 1.0011 -0.9371 -0.01 0.00 -0.14 0.23
H 0.7112 0.4270 -0.7885 0.53 0.38 0.26 0.39
H 1.6680 -1.2107 -0.6799 -0.04 0.14 -0.09 0.31
H 0.0414 -0.4759 1.4313 0.00 0.04 -0.02 0.36
```
Positions in Å, forces in eV/Å.

- The lowest LUMO energy belongs to which entry?
  C3H6N2O

- LUMO energy of number 3 (C3H6N2O)?
  0.287 eV